(1)
20
Properties=species:S:1:pos:R:3 method="wB97M-V/def2-TZVPD" max_force_ev_per_a=5.278 charge=+1 multiplicity=1 homo_lumo_gap_ha=0.323 mol_weight_g_mol=194.7 smiles="NC(N)=[NH+][C@H]1OC(CCl)=CS1"
C -2.35 1.81 0.30
C -2.29 0.53 0.21
C 1.90 -0.24 -0.37
C -0.26 0.98 -0.83
C -3.24 -0.54 0.66
N 3.22 -0.17 -0.14
N 1.34 -1.39 -0.65
N 1.05 0.85 -0.28
O -1.15 0.02 -0.41
S -0.98 2.73 -0.37
Cl -4.43 -1.12 -0.64
H -3.15 2.33 0.75
H -0.27 0.85 -1.87
H -3.82 -0.17 1.38
H -2.60 -1.45 0.78
H 3.93 -0.96 -0.23
H 3.61 0.76 0.07
H 1.67 -2.16 -1.19
H 0.25 -1.58 -0.60
H 1.29 1.46 0.43


(2)
16
Properties=species:S:1:pos:R:3 method="wB97M-V/def2-TZVPD" max_force_ev_per_a=5.859 multiplicity=3 homo_lumo_gap_ha="0.248 / 0.281" s_squared=2.005 mol_weight_g_mol=167.1
C 1.06 -0.61 -1.11
C 0.42 0.49 -0.55
C 1.51 -1.87 -0.42
C -0.04 0.62 0.79
C -1.44 0.55 1.27
Si 1.10 -1.80 1.44
Cl 2.45 -2.07 2.86
Cl -0.55 -3.10 1.69
H 1.26 -0.46 -2.07
H 0.35 1.39 -1.13
H 1.38 -2.81 -1.00
H 2.61 -1.63 -0.71
H 0.50 1.43 1.30
H -2.03 -0.17 0.71
H -2.05 1.45 1.18
H -1.49 0.44 2.32


(3)
17
Properties=species:S:1:pos:R:3 method="wB97M-V/def2-TZVPD" max_force_ev_per_a=2.075 multiplicity=1 homo_lumo_gap_ha=0.364 mol_weight_g_mol=119.1 smiles="O=CNC(CO)CO"
O 2.79 0.85 -1.61
C 1.91 0.60 -0.80
N 0.93 -0.31 -1.16
C -0.32 -0.55 -0.50
C -0.11 -1.22 0.88
O 0.75 -0.43 1.74
C -1.31 0.62 -0.35
O -1.03 1.49 0.77
H 1.79 1.02 0.19
H 1.04 -0.72 -2.07
H -0.92 -1.26 -1.07
H -1.01 -1.41 1.46
H 0.53 -2.08 0.71
H 0.28 0.39 1.92
H -1.24 1.29 -1.21
H -2.32 0.22 -0.27
H -1.77 1.49 1.37


(4)
44
Properties=species:S:1:pos:R:3 method="wB97M-V/def2-TZVPD" max_force_ev_per_a=3.591 charge=+2 multiplicity=1 homo_lumo_gap_ha="0.319 / 0.319" mol_weight_g_mol=476.4
N -1.06 0.19 -1.63
C -2.05 0.71 -2.16
O -2.98 1.24 -2.64
K 1.80 -2.47 -1.81
Ta 0.14 -0.03 -0.09
N 1.95 0.65 -0.52
N 0.33 -1.98 0.00
C 2.02 2.09 -0.99
C -0.63 -3.17 -0.10
C 2.16 2.08 -2.51
C 3.23 2.80 -0.36
C 0.76 2.83 -0.57
C 0.18 -4.49 -0.03
C -1.61 -3.10 1.07
C -1.35 -3.07 -1.43
H 3.07 1.55 -2.82
H 2.21 3.11 -2.88
H 1.30 1.58 -2.98
H 3.24 2.67 0.73
H 3.17 3.87 -0.58
H 4.18 2.44 -0.78
H -0.16 2.34 -0.94
H 0.79 3.83 -1.03
H 0.71 2.98 0.51
H 0.75 -4.73 -0.95
H -0.54 -5.32 0.09
H 0.85 -4.52 0.85
H -1.11 -3.25 2.03
H -2.35 -3.90 0.96
H -2.16 -2.14 1.09
H -1.78 -2.07 -1.60
H -2.17 -3.79 -1.44
H -0.71 -3.33 -2.31
C 1.14 -1.89 1.28
H 1.21 -0.81 1.62
H 0.63 -2.43 2.09
H 2.16 -2.30 1.16
C 3.24 -0.09 -0.68
H 4.07 0.53 -0.31
H 3.28 -1.00 -0.04
H 3.47 -0.34 -1.74
O -2.48 2.16 2.55
C -1.70 1.52 1.94
N -0.92 0.86 1.29


(5)
49
Properties=species:S:1:pos:R:3 method="wB97M-V/def2-TZVPD" max_force_ev_per_a=1.007 charge=+1 multiplicity=1 homo_lumo_gap_ha=0.281 mol_weight_g_mol=646.2
Zr 0.58 -0.26 -0.66
C -2.26 -1.36 0.67
N -1.52 -1.41 -0.62
C -1.53 -2.83 -1.06
C -2.27 -0.60 -1.62
C -2.20 0.86 -1.26
C -3.30 1.69 -1.33
C -3.16 3.03 -0.99
C -1.93 3.53 -0.57
C -0.84 2.68 -0.48
C -0.95 1.33 -0.82
H -3.27 -1.76 0.53
H -2.33 -0.34 1.03
H -1.75 -1.97 1.41
H -2.55 -3.20 -1.07
H -0.94 -3.43 -0.37
H -1.10 -2.91 -2.05
H -3.30 -0.97 -1.69
H -1.80 -0.77 -2.59
H -4.26 1.31 -1.66
H -4.02 3.69 -1.05
H -1.83 4.57 -0.30
H 0.12 3.09 -0.16
F 0.72 -1.66 -1.97
Te 3.30 -0.08 -2.42
F 4.40 0.78 -1.19
F 4.47 -1.48 -2.31
F 2.70 -0.91 -0.61
F 4.17 1.06 -3.57
O 1.78 0.85 -2.00
C -0.23 1.26 4.62
O 0.73 1.10 3.56
P 0.51 0.01 2.43
O 1.46 -1.17 2.99
C 1.44 -2.43 2.31
O 1.47 0.70 1.25
C 2.85 1.11 1.51
H 0.07 0.67 5.48
H -1.23 0.97 4.30
H -0.23 2.32 4.89
H 0.97 -3.18 2.94
H 2.46 -2.72 2.09
H 0.88 -2.37 1.36
H 3.43 0.24 1.82
H 2.84 1.86 2.30
H 3.24 1.53 0.59
S 0.14 -0.64 -5.17
C 1.51 -0.80 -4.49
N 2.60 -0.99 -3.99


(6)
16
Properties=species:S:1:pos:R:3 method="wB97M-V/def2-TZVPD" max_force_ev_per_a=3.185 charge=-1 multiplicity=1 homo_lumo_gap_ha=0.301 mol_weight_g_mol=100.1
N -1.59 -0.88 1.03
C -0.14 -0.51 1.08
O 0.53 -0.24 -0.05
H -2.07 -0.47 1.86
H -2.12 -0.73 0.20
H -0.20 0.37 1.77
H 0.21 -1.42 1.59
H -0.83 -0.62 -2.64
H -0.25 0.01 -1.16
O -0.85 0.14 -2.07
H -0.70 2.44 -1.43
H -0.07 2.66 -0.13
O -0.56 3.08 -0.78
H 2.03 -1.08 0.42
H 2.37 -1.41 1.79
O 2.58 -1.80 0.91


(7)
9
Properties=species:S:1:pos:R:3 method="wB97M-V/def2-TZVPD" max_force_ev_per_a=7.011 charge=+1 multiplicity=1 homo_lumo_gap_ha="0.304 / 0.304" mol_weight_g_mol=120.1
C -0.14 -0.09 -0.14
C 0.70 -0.87 0.77
N 0.56 1.25 -0.77
O -0.41 1.87 -1.33
P -1.96 1.48 -1.42
S -1.78 -0.15 -0.14
H 1.12 -0.28 1.54
H 1.62 -1.45 0.23
H 0.30 -1.75 1.25


(8)
21
Properties=species:S:1:pos:R:3 method="wB97M-V/def2-TZVPD" max_force_ev_per_a=1.886 charge=-1 multiplicity=1 homo_lumo_gap_ha=0.330 mol_weight_g_mol=234.2
C -2.08 0.85 1.21
C -0.82 1.66 1.28
N 0.20 1.05 2.15
S 1.12 -0.20 1.50
O 2.48 0.17 1.69
O 0.74 -1.38 2.17
N 0.62 -0.19 -0.02
S 1.46 -1.08 -1.01
O 1.90 -2.35 -0.55
O 2.46 -0.34 -1.70
P -0.09 -1.43 -2.50
N 0.30 -0.91 -3.92
H -1.99 0.00 0.54
H -2.90 1.47 0.87
H -2.33 0.46 2.19
H -1.09 2.60 1.75
H -0.45 1.92 0.29
H 0.87 1.78 2.38
H -0.39 -2.80 -2.41
H -1.25 -0.77 -2.03
H 1.23 -0.51 -3.89


(9)
86
Properties=species:S:1:pos:R:3 method="wB97M-V/def2-TZVPD" max_force_ev_per_a=7.909 charge=-1 multiplicity=1 homo_lumo_gap_ha=0.164 mol_weight_g_mol=693.5
N 6.98 2.92 6.07
P 6.32 3.37 4.63
C 4.43 3.78 4.92
C 4.41 4.95 6.07
C 4.51 6.49 5.45
F 5.59 6.66 4.44
N 3.90 4.19 3.57
C 2.43 4.54 3.59
C 1.42 3.29 3.22
C 0.05 3.53 4.16
I -1.51 2.03 3.83
C 3.78 2.36 5.49
O 3.95 1.25 4.74
O 3.04 2.22 6.76
H 6.25 2.91 6.82
H 7.07 4.56 4.23
H 6.52 2.34 3.62
H 3.36 4.89 6.60
H 5.21 4.84 6.91
H 4.66 7.20 6.40
H 3.42 6.72 5.02
H 4.10 3.40 2.91
H 2.26 5.35 2.74
H 2.05 5.03 4.58
H 1.05 3.34 2.11
H 1.89 2.22 3.40
H -0.39 4.58 3.78
H 0.33 3.70 5.30
O 0.21 2.71 -0.88
P -0.08 1.50 -1.80
N -0.32 0.47 -0.48
C 0.31 -0.79 -0.15
C -1.67 0.51 0.07
N 1.51 1.51 -2.43
C 2.66 1.17 -1.59
C 1.82 2.75 -3.15
N -0.42 0.10 -2.86
C 0.58 -0.84 -3.36
C -1.27 0.52 -3.98
H -0.14 -1.62 -0.69
H 0.21 -1.00 0.92
H 1.38 -0.79 -0.32
H -2.34 -0.15 -0.49
H -2.08 1.52 0.02
H -1.69 0.22 1.13
H 2.60 1.65 -0.60
H 3.60 1.47 -2.05
H 2.74 0.10 -1.45
H 2.06 3.57 -2.47
H 0.97 3.06 -3.77
H 2.67 2.60 -3.83
H 1.23 -0.40 -4.13
H 0.08 -1.71 -3.81
H 1.21 -1.24 -2.57
H -0.70 1.13 -4.70
H -2.10 1.12 -3.61
H -1.70 -0.34 -4.50
O -2.41 -3.84 -0.75
P -3.29 -4.70 -1.68
N -2.11 -4.71 -2.88
C -2.19 -4.33 -4.28
C -1.10 -5.75 -2.71
N -4.46 -3.46 -1.83
C -4.15 -2.21 -2.52
C -5.09 -3.12 -0.55
N -4.31 -5.69 -2.75
C -5.26 -5.18 -3.74
C -4.98 -6.74 -1.98
H -2.62 -5.12 -4.90
H -1.19 -4.12 -4.68
H -2.75 -3.42 -4.44
H -1.44 -6.71 -3.12
H -0.87 -5.91 -1.65
H -0.15 -5.48 -3.20
H -3.17 -1.82 -2.25
H -4.89 -1.43 -2.32
H -4.19 -2.34 -3.60
H -4.45 -2.48 0.07
H -5.31 -4.03 0.02
H -6.05 -2.61 -0.70
H -6.15 -4.74 -3.28
H -5.59 -5.99 -4.40
H -4.81 -4.43 -4.40
H -5.78 -6.33 -1.35
H -4.26 -7.24 -1.32
H -5.40 -7.52 -2.63


(10)
32
Properties=species:S:1:pos:R:3 method="wB97M-V/def2-TZVPD" max_force_ev_per_a=0.325 charge=-1 multiplicity=2 homo_lumo_gap_ha="0.188 / 0.187" s_squared=0.760 mol_weight_g_mol=847.0
Ir -0.27 -0.53 1.40
O -2.94 3.82 4.95
C -2.22 3.30 4.20
O -1.53 2.82 3.41
C -2.40 1.98 -0.06
O -3.06 2.35 0.81
O -1.76 1.64 -0.97
Se 0.92 -2.51 5.75
Sb -0.21 -0.57 4.91
Se 1.18 0.44 2.97
Se -1.94 -1.06 3.11
Se -0.93 1.15 6.42
C 2.75 1.16 -1.94
N 1.78 0.16 -2.36
C 2.40 -0.90 -3.15
C 0.90 -0.27 -1.36
N 1.04 -0.10 -0.11
N -0.22 -0.90 -1.91
C -1.27 -1.52 -1.27
N -2.16 -2.09 -2.16
N -1.41 -1.54 0.00
H 3.23 1.57 -2.82
H 3.53 0.74 -1.28
H 2.24 1.97 -1.41
H 2.84 -0.47 -4.05
H 1.66 -1.63 -3.46
H 3.18 -1.42 -2.59
H 1.94 0.30 0.16
H -0.42 -0.61 -2.85
H -1.75 -2.58 -2.94
H -2.91 -2.60 -1.73
H -2.18 -2.11 0.35


(11)
139
Properties=species:S:1:pos:R:3 method="wB97M-V/def2-TZVPD" max_force_ev_per_a=1.208 charge=+2 multiplicity=1 homo_lumo_gap_ha=0.273 mol_weight_g_mol=1132.0
Ti -0.37 0.38 0.47
O -4.66 1.08 -5.60
C -4.89 1.84 -4.44
C -3.88 1.45 -3.40
C -3.61 2.27 -2.31
C -2.72 1.83 -1.36
N -2.04 0.68 -1.42
C -2.22 -0.05 -2.54
C -3.15 0.27 -3.50
C -1.27 -1.18 -2.75
C -1.48 -2.14 -3.73
C -0.49 -3.08 -3.98
C -0.64 -4.08 -5.11
O -1.94 -4.15 -5.63
C 0.66 -3.04 -3.20
C 0.77 -2.05 -2.24
N -0.16 -1.12 -2.01
H -5.36 1.25 -6.24
H -5.89 1.66 -4.03
H -4.80 2.92 -4.63
H -4.12 3.22 -2.18
H -2.54 2.43 -0.48
H -3.29 -0.34 -4.38
H -2.38 -2.17 -4.32
H -0.26 -5.06 -4.79
H 0.01 -3.74 -5.93
H -2.46 -4.79 -5.13
H 1.46 -3.75 -3.35
H 1.66 -1.98 -1.63
C 5.08 1.42 -2.81
N 3.83 0.77 -2.44
C 3.23 -0.05 -3.50
P 2.90 1.27 -1.21
O 1.99 0.22 -0.69
O 1.99 2.50 -1.85
P 0.60 3.04 -1.34
O 0.05 2.10 -0.28
N 0.81 4.49 -0.68
C 1.52 5.55 -1.41
C 0.29 4.88 0.63
N -0.29 3.13 -2.69
C -0.86 4.40 -3.15
C -0.02 2.18 -3.77
N 3.76 2.06 -0.08
C 4.43 1.30 0.98
C 4.32 3.41 -0.28
H 5.76 0.66 -3.19
H 5.55 1.87 -1.94
H 4.94 2.18 -3.58
H 3.96 -0.78 -3.83
H 2.94 0.57 -4.35
H 2.36 -0.57 -3.12
H 1.96 5.15 -2.32
H 2.32 5.94 -0.78
H 0.84 6.36 -1.67
H -0.23 4.04 1.10
H -0.41 5.72 0.53
H 1.11 5.18 1.28
H -1.13 5.04 -2.31
H -1.77 4.19 -3.72
H -0.17 4.94 -3.81
H 0.28 1.22 -3.37
H 0.77 2.56 -4.43
H -0.93 2.04 -4.35
H 4.09 0.27 0.99
H 4.21 1.75 1.95
H 5.51 1.31 0.83
H 3.92 3.86 -1.18
H 5.40 3.37 -0.35
H 4.05 4.04 0.57
C -1.53 -4.92 0.92
N -1.76 -3.53 0.49
C -2.90 -3.26 -0.39
C -0.96 -2.60 0.92
O -1.10 -1.37 0.64
H -2.42 -5.50 0.69
H -1.35 -4.96 1.99
H -0.68 -5.35 0.38
H -2.80 -3.88 -1.28
H -2.90 -2.21 -0.66
H -3.82 -3.50 0.13
H -0.11 -2.91 1.52
C 3.21 -4.71 0.86
Sb 2.96 -2.57 0.99
C 4.07 -2.37 2.81
C 4.64 -2.28 -0.33
H 4.26 -4.96 1.01
H 2.90 -5.06 -0.12
H 2.62 -5.22 1.62
H 5.08 -2.75 2.65
H 3.58 -2.95 3.59
H 4.11 -1.33 3.13
H 5.53 -2.70 0.14
H 4.81 -1.23 -0.57
H 4.45 -2.81 -1.27
Cl 0.67 -0.78 3.08
C 1.02 0.64 2.00
H 2.04 0.51 1.66
H 0.95 1.52 2.63
C -5.31 2.83 3.04
Si -4.07 2.50 1.69
C -5.14 1.66 0.38
C -3.52 4.20 1.10
Ge -2.08 1.21 2.26
Si -1.21 2.43 4.19
C 0.03 3.78 3.80
C -0.42 1.29 5.44
C -2.58 3.33 5.08
Si -3.23 -0.61 3.38
C -4.12 -0.02 4.91
C -2.22 -2.07 3.98
C -4.52 -1.26 2.18
H -6.04 3.54 2.62
H -4.91 3.27 3.95
H -5.86 1.93 3.31
H -5.46 2.37 -0.38
H -6.04 1.28 0.87
H -4.67 0.82 -0.12
H -4.37 4.76 0.69
H -2.73 4.19 0.34
H -3.13 4.78 1.95
H 0.89 3.47 3.20
H 0.42 4.15 4.75
H -0.45 4.62 3.29
H 0.61 1.03 5.19
H -0.97 0.36 5.56
H -0.42 1.80 6.41
H -3.02 4.12 4.47
H -2.13 3.80 5.96
H -3.37 2.68 5.42
H -3.43 0.20 5.73
H -4.78 -0.82 5.24
H -4.73 0.87 4.75
H -1.66 -1.80 4.88
H -1.49 -2.46 3.27
H -2.91 -2.88 4.25
H -5.43 -0.66 2.24
H -4.79 -2.30 2.42
H -4.18 -1.22 1.14


(12)
16
Properties=species:S:1:pos:R:3 method="wB97M-V/def2-TZVPD" max_force_ev_per_a=6.910 multiplicity=1 homo_lumo_gap_ha=0.333 mol_weight_g_mol=132.2
C 0.45 -1.79 -2.26
C 0.67 -0.23 -0.28
C 0.77 1.01 0.63
C -0.66 1.56 0.94
C -1.85 0.92 1.07
H 1.09 -2.20 -0.83
H -0.90 -2.09 -2.62
H 1.64 -2.33 -3.35
H 1.36 1.94 0.17
H 0.86 -0.03 2.33
H -0.64 2.37 1.72
H -2.06 0.15 0.41
H -2.79 1.18 1.73
O 0.22 -1.32 0.29
O 1.32 0.79 1.91
S 0.50 0.08 -1.86


(13)
26
Properties=species:S:1:pos:R:3 method="wB97M-V/def2-TZVPD" max_force_ev_per_a=4.678 charge=+1 multiplicity=1 homo_lumo_gap_ha=0.285 mol_weight_g_mol=226.4
C -0.55 1.27 4.08
C -0.18 2.19 3.15
C -0.49 -0.08 3.81
C 0.33 1.72 1.96
C -0.11 -0.57 2.59
C 0.22 0.40 1.59
C -1.15 -0.84 -2.18
C 0.91 0.83 -0.77
C 0.75 -0.16 0.38
N -1.09 0.21 -1.66
N -1.43 -1.96 -2.69
N -0.41 1.18 -1.24
S 0.92 -1.77 0.00
S 1.40 -1.81 -5.19
H -0.73 1.72 5.04
H -0.54 3.23 3.08
H -0.93 -0.63 4.68
H 0.79 2.31 1.16
H -0.04 -1.70 2.37
H 1.41 1.72 -0.52
H 1.59 0.41 -1.63
H -1.41 -2.73 -2.04
H -1.44 -2.08 -3.65
H -0.94 1.83 -0.53
H 0.79 -1.91 -6.28
H 2.32 -2.76 -5.51